34
Properties=species:S:1:pos:R:3:mulliken_charge:R:1 method="wB97M-V/def2-TZVPD" orbital_gap_ev="9.420 / 4.180" s2=0.76 total_energy_ha=-929.0380 charge=+2 lumo_energy_ha="-0.245 / -0.438" multiplicity=2
In 2.6707 0.8808 0.1965 1.23
C -1.4540 3.2275 -2.1220 -1.41
C -0.6721 2.4945 -0.9786 0.40
C -1.0280 0.9773 -0.9700 -0.90
O -0.3591 0.2177 0.0282 0.05
C -1.2743 -0.4595 0.8705 -0.78
N 0.8325 2.7308 -1.2216 -0.39
H -2.4990 3.1809 -1.8153 0.39
H -1.3230 2.7807 -3.1075 0.41
H -1.2486 4.2850 -2.2885 0.43
H -0.9913 2.8100 0.0147 0.23
H -0.7140 0.4675 -1.8808 0.26
H -2.1150 0.9339 -1.0385 0.52
H -0.7389 -1.0940 1.5768 0.10
H -1.9028 -1.1817 0.3495 0.36
H -1.9101 0.0986 1.5578 0.38
H 0.9666 3.7314 -1.1901 0.32
H 0.9998 2.6430 -2.2137 0.33
C 1.3038 -1.0312 3.5403 0.57
O 1.8545 -0.6589 2.4898 -0.64
N 0.9091 -2.2683 3.7971 -0.39
N 0.8834 -0.2387 4.4513 -0.43
H 0.3723 -2.5097 4.6179 0.19
H 1.2853 -2.9357 3.1389 0.24
H 0.6229 -0.4791 5.3971 0.23
H 1.4185 0.6164 4.5015 0.25
C 0.8757 -2.0993 -2.0245 0.63
O 1.6994 -1.3792 -1.4855 -0.62
N 0.1574 -1.7764 -3.1419 -0.41
N 0.6113 -3.3212 -1.4940 -0.46
H 0.5456 -1.0832 -3.7654 0.25
H -0.5552 -2.4267 -3.4410 0.18
H 0.9967 -3.3204 -0.5604 0.23
H -0.2203 -3.8129 -1.7886 0.22

29
Properties=species:S:1:pos:R:3:mulliken_charge:R:1 method="wB97M-V/def2-TZVPD" orbital_gap_ev=8.463 total_energy_ha=-499.7162 charge=+1 lumo_energy_ha=-0.109 e_above_lowest_ev=2.774 multiplicity=1
C 0.2948 -2.0881 -1.3407 -0.13
C 0.2610 -0.9218 -2.3412 -1.22
C 0.3641 0.4165 -1.6874 -0.61
C -0.3505 0.9570 -0.6985 0.29
N -0.3904 2.2667 -0.2398 -0.28
C -0.6529 2.4632 1.1903 0.04
C 0.6731 2.4966 1.9363 -1.10
N 1.7158 -2.1672 -0.8132 -0.24
H 0.1900 -3.0525 -1.8420 0.37
H -0.4661 -1.7517 -0.6421 0.09
H 1.0793 -0.9653 -3.0642 0.41
H -0.6860 -1.0276 -2.9171 0.33
H 1.2814 0.9900 -1.9463 0.25
H -1.3042 0.3495 -0.4510 0.36
H 0.4587 2.7058 -0.5821 0.30
H -1.3584 1.7377 1.5288 -0.15
H -1.2182 3.4019 1.3049 0.30
H 1.2869 3.3929 1.7360 0.35
H 0.6127 2.4231 3.0188 0.36
H 1.3398 1.7079 1.5014 0.27
H 1.6142 -2.3015 0.1985 0.33
H 2.1916 -1.2932 -1.0311 0.35
H 2.2896 -2.9805 -1.0676 0.36
H -3.3196 -0.9221 0.8469 0.26
H -2.5209 0.0952 1.6802 0.27
O -2.4457 -0.5377 0.9624 -0.57
H -0.7136 -2.4398 1.5477 0.35
H -0.3269 -1.0427 1.6247 0.31
O 0.1006 -1.9120 1.5874 -0.67

31
Properties=species:S:1:pos:R:3:mulliken_charge:R:1 method="wB97M-V/def2-TZVPD" orbital_gap_ev=7.971 smiles="CN(C)P(=NO)(N(C)C)N(C)C" total_energy_ha=-875.4352 charge=0 lumo_energy_ha=0.027 multiplicity=1
C 1.2871 -1.9029 -1.6839 -1.32
C 2.2179 0.0575 -0.2217 -1.02
C 0.3047 -1.5349 1.9952 -1.43
C -1.6919 -0.0951 1.9732 -0.93
C -0.8957 1.5173 -1.9220 -1.32
C -0.1654 2.3544 0.2319 -0.99
N -1.5162 -1.5285 -1.3016 -0.75
N 1.1721 -0.7735 -0.8289 0.31
N -0.4332 -0.5206 1.3254 0.31
N -0.6925 1.2396 -0.4865 0.11
O -2.8451 -1.3793 -0.7185 -0.44
P -0.4030 -0.4218 -0.3559 0.88
H 1.5201 -1.5366 -2.6647 0.36
H 2.0339 -2.6554 -1.2816 0.32
H 0.4792 -2.5180 -1.5047 0.48
H 3.0127 0.1124 -1.0378 0.38
H 1.9218 1.0023 -0.2181 0.38
H 2.6464 -0.3235 0.7582 0.21
H -0.4552 -2.3149 2.1185 0.37
H 1.0855 -1.9650 1.5124 0.47
H 0.5466 -1.2113 2.9328 0.38
H -2.1174 0.5856 1.1773 0.31
H -2.3593 -0.9728 2.3714 0.28
H -1.5076 0.4544 2.9417 0.32
H -1.6538 2.3587 -2.2480 0.27
H 0.0158 1.9461 -2.2883 0.39
H -1.2601 0.7203 -2.5388 0.45
H 0.3109 1.8840 1.1900 0.36
H 0.5857 3.0912 -0.2352 0.30
H -0.9955 3.0450 0.7524 0.23
H -3.2332 -1.2280 -1.5507 0.34

Question: Among the records above, which one has the highest charge?
Answer: C6H19InN5O3

Question: Which value of charge does entry 3 give?
Answer: 0

Question: What is the charge in the third record?
Answer: 0

Please write out number 2 again, unchanged.
29
Properties=species:S:1:pos:R:3:mulliken_charge:R:1 method="wB97M-V/def2-TZVPD" orbital_gap_ev=8.463 total_energy_ha=-499.7162 charge=+1 lumo_energy_ha=-0.109 e_above_lowest_ev=2.774 multiplicity=1
C 0.2948 -2.0881 -1.3407 -0.13
C 0.2610 -0.9218 -2.3412 -1.22
C 0.3641 0.4165 -1.6874 -0.61
C -0.3505 0.9570 -0.6985 0.29
N -0.3904 2.2667 -0.2398 -0.28
C -0.6529 2.4632 1.1903 0.04
C 0.6731 2.4966 1.9363 -1.10
N 1.7158 -2.1672 -0.8132 -0.24
H 0.1900 -3.0525 -1.8420 0.37
H -0.4661 -1.7517 -0.6421 0.09
H 1.0793 -0.9653 -3.0642 0.41
H -0.6860 -1.0276 -2.9171 0.33
H 1.2814 0.9900 -1.9463 0.25
H -1.3042 0.3495 -0.4510 0.36
H 0.4587 2.7058 -0.5821 0.30
H -1.3584 1.7377 1.5288 -0.15
H -1.2182 3.4019 1.3049 0.30
H 1.2869 3.3929 1.7360 0.35
H 0.6127 2.4231 3.0188 0.36
H 1.3398 1.7079 1.5014 0.27
H 1.6142 -2.3015 0.1985 0.33
H 2.1916 -1.2932 -1.0311 0.35
H 2.2896 -2.9805 -1.0676 0.36
H -3.3196 -0.9221 0.8469 0.26
H -2.5209 0.0952 1.6802 0.27
O -2.4457 -0.5377 0.9624 -0.57
H -0.7136 -2.4398 1.5477 0.35
H -0.3269 -1.0427 1.6247 0.31
O 0.1006 -1.9120 1.5874 -0.67